88
Properties=species:S:1:pos:R:3:lowdin_charge:R:1 method="wB97M-V/def2-TZVPD" charge=+1 spin_multiplicity=1 e_lumo_ev=-2.90 homo_energy_ha=-0.4198 gap_ha=0.3131
Cs 1.0656 1.8952 0.1197 1.082
Cs -3.4299 1.1383 -0.8387 1.031
B -0.1193 -0.5052 -1.6601 -0.543
H 0.2178 0.2912 -2.4228 -0.035
H -0.5011 -1.4552 -2.2663 0.045
H 0.7418 -0.8116 -0.9495 -0.035
H -0.9404 -0.0004 -1.0463 -0.125
C -6.2522 2.0751 2.1193 -0.077
C -6.1672 0.5493 2.2359 -0.262
N -4.8491 0.0063 1.9438 -0.245
C -4.9546 -1.4594 1.8767 -0.240
C -5.8408 -1.9272 0.7268 -0.079
C -3.8179 0.4963 2.8323 -0.260
C -2.4333 -0.1083 2.5215 -0.091
H -7.2902 2.4023 2.1549 0.081
H -5.8603 2.3908 1.1495 0.053
H -5.7146 2.5585 2.9335 0.069
H -6.5238 0.2556 3.2386 0.130
H -6.9336 0.1568 1.5689 0.106
H -3.9575 -1.8640 1.7044 0.094
H -5.2616 -1.8654 2.8523 0.131
H -5.6608 -1.3181 -0.1647 0.064
H -5.5556 -2.9350 0.4236 0.073
H -6.8989 -1.9483 0.9773 0.075
H -4.0616 0.3236 3.8935 0.133
H -3.6997 1.5796 2.7452 0.103
H -2.3055 -1.1122 2.9290 0.080
H -1.7056 0.4875 3.0789 0.065
H -2.1492 -0.1771 1.4660 0.029
C 3.2848 3.9107 -1.8260 -0.105
C 4.4048 2.9414 -1.4347 -0.248
N 4.1052 2.1370 -0.2342 -0.269
C 4.3477 2.9991 0.9189 -0.298
C 4.1253 2.4069 2.3082 -0.075
C 4.9711 0.9449 -0.2360 -0.240
C 4.5769 -0.0982 -1.2778 -0.059
H 2.9824 4.6665 -1.0978 0.067
H 2.3953 3.3051 -2.0060 0.003
H 3.4866 4.4457 -2.7527 0.084
H 4.5008 2.2804 -2.2934 0.105
H 5.3282 3.5232 -1.3148 0.126
H 5.3901 3.3751 0.8852 0.125
H 3.8450 3.9644 0.7965 0.105
H 4.0791 3.1552 3.0969 0.085
H 3.1809 1.8649 2.2815 0.014
H 4.9381 1.7293 2.5613 0.081
H 4.8725 0.5009 0.7562 0.104
H 6.0248 1.2401 -0.3465 0.131
H 5.1005 -1.0220 -1.0298 0.086
H 4.8493 0.2138 -2.2818 0.071
H 3.5140 -0.3280 -1.1953 0.065
C 1.3690 -4.0376 -2.0248 -0.139
O 0.5533 -3.4982 -0.9890 -0.159
H 1.4024 -5.1189 -1.9340 0.078
H 0.9648 -3.7739 -3.0073 0.080
H 2.3740 -3.6085 -1.9738 0.078
H 0.4480 -2.5518 -1.1720 -0.030
C 2.2158 0.2124 -4.3631 -0.156
O 2.2013 -0.9521 -3.5632 -0.135
H 2.3641 1.1079 -3.7466 0.070
H 3.0179 0.1327 -5.0975 0.086
H 1.3106 0.3020 -4.9770 0.079
H 1.5060 -0.7965 -2.9084 -0.017
C -1.1180 2.3874 -4.1553 -0.148
O -1.6958 1.1994 -3.6564 -0.203
H -0.2850 2.2335 -4.8461 0.078
H -1.8842 2.8988 -4.7369 0.086
H -0.7772 3.0370 -3.3389 0.074
H -1.0230 0.6193 -3.2750 -0.012
C -3.3773 -3.1005 -1.7207 -0.116
O -3.0563 -1.9516 -0.9299 -0.243
H -2.8925 -3.9916 -1.3240 0.092
H -4.4535 -3.2767 -1.6744 0.071
H -3.1643 -2.9136 -2.7748 0.089
H -2.0993 -1.8562 -1.0428 0.015
C 1.4868 -2.5482 2.8554 -0.146
C 1.8172 -1.6346 4.0303 -0.158
C 1.5643 -0.2502 3.4329 -0.189
O 1.9633 -0.3836 2.0554 -0.266
C 2.0885 -1.7740 1.6956 -0.178
H 0.4036 -2.6225 2.7395 0.117
H 1.9134 -3.5434 2.9573 0.123
H 2.8447 -1.7723 4.3759 0.119
H 1.2193 -1.8805 4.9100 0.118
H 2.1889 0.4989 3.9156 0.115
H 0.4940 -0.0618 3.5522 0.101
H 3.1262 -2.0727 1.5242 0.129
H 1.5445 -1.9334 0.7671 0.087

94
Properties=species:S:1:pos:R:3:lowdin_charge:R:1 method="wB97M-V/def2-TZVPD" smiles=COC[C@H](C)N.COC[C@H](C)N.OCCO.OCCO.OCCO.OCCO.OCCO.OCCO spin_multiplicity=1 e_lumo_ev=0.20 homo_energy_ha=-0.3172 gap_ha=0.3247 relative_energy_kj_mol=74.96
C 3.4615 -1.0829 -3.4099 -0.093
O 3.8745 0.0397 -2.6012 -0.207
C 2.8585 0.9331 -2.2006 -0.235
C 2.2596 1.7453 -3.2873 -0.493
C 3.3411 2.5479 -4.0292 -0.045
N 1.2142 2.5269 -2.6785 0.070
H 3.3016 -0.8121 -4.4607 0.078
H 2.5149 -1.5242 -3.0188 0.088
H 4.2653 -1.8283 -3.2892 0.089
H 2.1320 0.3153 -1.6833 0.104
H 3.4092 1.5846 -1.4749 0.152
H 1.9274 0.9990 -4.0494 0.120
H 4.2352 1.9602 -4.2212 0.073
H 3.6239 3.4165 -3.4078 0.084
H 2.9192 2.9601 -4.9540 0.069
H 0.7189 3.0070 -3.4240 0.033
H 0.6836 1.8452 -2.1359 0.051
C -3.4706 0.5337 -3.3820 -0.126
O -3.1365 1.2253 -4.5419 -0.163
C -1.9650 1.9509 -4.2383 -0.266
C -1.5002 2.7863 -5.3545 -0.417
C -0.6840 1.8894 -6.2390 -0.067
N -0.7286 3.9925 -4.8266 0.045
H -2.6819 -0.1912 -3.1307 0.093
H -4.3695 -0.0067 -3.6783 0.092
H -3.6543 1.2319 -2.5520 0.082
H -2.1700 2.5924 -3.3697 0.125
H -1.1818 1.2240 -3.9507 0.126
H -2.3722 3.1087 -5.9647 0.146
H 0.2304 1.5240 -5.7181 0.077
H -0.3306 2.4242 -7.1387 0.083
H -1.2609 1.0086 -6.5031 0.085
H -0.2306 4.4692 -5.5595 0.065
H -1.3320 4.5855 -4.2571 0.078
O -3.3917 -3.4552 2.7128 -0.060
C -3.6937 -2.2228 2.0733 -0.243
C -3.4487 -1.0005 2.9333 -0.234
O -2.1193 -0.9366 3.4623 -0.091
H -2.9903 -3.1174 3.5084 0.071
H -3.1275 -2.1597 1.1570 0.081
H -4.7810 -2.2719 1.7550 0.140
H -4.1276 -0.8750 3.7825 0.127
H -3.6222 -0.1337 2.2771 0.101
H -1.4600 -1.2127 2.7891 0.044
O 1.2006 -3.9300 1.6430 -0.070
C 0.5421 -4.5735 0.5696 -0.235
C -0.9067 -4.8430 0.8862 -0.261
O -0.8992 -5.5468 2.0808 -0.041
H 0.9311 -4.3983 2.4325 0.091
H 0.6265 -3.9724 -0.3365 0.124
H 1.0670 -5.4964 0.3507 0.119
H -1.3392 -5.4645 0.0968 0.129
H -1.3907 -3.8802 0.8998 0.099
H -1.6510 -5.2085 2.6029 0.095
O -3.0626 2.7456 -0.1597 -0.072
C -2.8289 3.6763 0.8272 -0.255
C -3.4602 3.3448 2.1790 -0.241
O -4.7558 2.8968 1.9219 -0.051
H -3.9240 2.3527 0.0904 0.112
H -1.7486 3.8240 0.9731 0.135
H -3.2363 4.6597 0.5500 0.122
H -3.4491 4.2593 2.7633 0.122
H -2.8974 2.6121 2.7534 0.115
H -5.3980 3.5875 2.0830 0.101
O 4.3067 -1.0855 3.9830 -0.082
C 3.9334 -2.1132 3.0303 -0.204
C 5.1781 -3.0491 2.9736 -0.221
O 5.4621 -3.5302 4.3077 -0.072
H 3.5345 -0.5379 4.1261 0.018
H 3.1098 -2.7284 3.4416 0.110
H 3.6942 -1.7540 2.0178 0.119
H 6.1141 -2.6172 2.6409 0.111
H 4.9293 -3.8383 2.2631 0.105
H 6.3651 -3.2667 4.4546 0.068
O -1.1940 0.9303 -0.8314 -0.082
C -1.2991 0.1465 0.3164 -0.237
C 0.0787 -0.5137 0.6447 -0.177
O -0.0771 -1.4688 1.6975 -0.100
H -1.7710 1.6846 -0.6480 0.032
H -1.6868 0.7183 1.1738 0.106
H -2.0555 -0.6675 0.1194 0.119
H 0.7731 0.2500 0.9967 0.109
H 0.5342 -0.9508 -0.2461 0.116
H 0.3123 -2.3148 1.4100 0.051
O 1.8560 0.0842 5.8765 -0.091
C 0.8405 -0.1235 4.8523 -0.209
C 0.9941 1.0774 3.9239 -0.228
O 2.2398 0.9764 3.2579 -0.072
H 2.2178 -0.7700 6.1814 0.098
H 1.0399 -1.0170 4.2566 0.109
H -0.1191 -0.1914 5.3678 0.112
H 0.9504 1.9928 4.5323 0.127
H 0.2443 1.0816 3.1399 0.098
H 2.9340 1.3544 3.8127 0.094

95
Properties=species:S:1:pos:R:3:lowdin_charge:R:1 method="wB97M-V/def2-TZVPD" charge=-1 spin_multiplicity=1 e_lumo_ev=2.21 homo_energy_ha=-0.1564 gap_ha=0.2375
O 1.1510 1.8707 1.3831 0.065
C -0.0616 2.3067 1.1498 -0.984
O -0.6957 2.9211 2.0277 -0.058
O -0.4184 2.2973 -0.0102 -0.060
H 1.2416 1.5562 0.4806 0.083
C -0.2435 -3.6814 1.5884 -0.110
O -1.3187 -4.6132 1.4944 -0.182
C -2.3237 -4.1719 2.3750 -0.236
C -3.5704 -5.1006 2.2478 -0.197
N -4.0024 -5.1526 0.8369 -0.045
C -5.2014 -6.0063 0.6770 -0.214
C -5.5819 -6.0327 -0.7744 -0.254
O -4.6417 -6.6815 -1.6038 -0.199
C -5.0373 -6.6723 -2.9855 -0.097
H 0.1177 -3.5065 2.6018 0.079
H -0.5602 -2.6624 1.3660 0.088
H 0.6113 -3.9757 0.9796 0.089
H -2.5614 -3.1457 2.0945 0.120
H -1.9712 -4.1542 3.4062 0.115
H -4.3758 -4.7180 2.8747 0.111
H -3.3550 -6.0695 2.6982 0.107
H -3.2778 -5.6744 0.3649 0.098
H -6.0237 -5.5641 1.2393 0.118
H -5.0294 -6.9918 1.1098 0.116
H -5.7461 -5.0098 -1.1133 0.124
H -6.4904 -6.6136 -0.9334 0.114
H -4.1508 -7.1027 -3.4513 0.083
H -5.1102 -5.7079 -3.4883 0.088
H -5.8759 -7.3623 -3.0795 0.085
C -2.4545 0.7629 5.6598 -0.098
O -1.4037 1.4892 6.3196 -0.189
C -0.1163 0.8773 6.2033 -0.230
C 1.0554 1.7796 6.6026 -0.236
N 0.9379 3.0377 5.8963 -0.027
C 2.0486 3.9117 6.3264 -0.213
C 2.2490 5.0769 5.3574 -0.232
O 1.1069 5.9156 5.3632 -0.168
C 1.1913 6.9377 4.3611 -0.105
H -3.3840 0.9047 6.2112 0.074
H -2.2416 -0.3015 5.5605 0.074
H -2.6600 1.2061 4.6854 0.088
H 0.1082 0.5001 5.2056 0.121
H -0.1691 0.0914 6.9567 0.111
H 1.9448 1.2022 6.3502 0.112
H 0.9880 1.8826 7.6857 0.115
H 1.1302 2.8596 4.9209 0.112
H 2.9813 3.3480 6.3100 0.100
H 1.9348 4.1374 7.3867 0.113
H 2.4087 4.5794 4.4008 0.116
H 3.1494 5.6763 5.4926 0.113
H 1.9409 7.6805 4.6337 0.073
H 0.2465 7.4557 4.1965 0.082
H 1.4394 6.5842 3.3603 0.085
C 4.4981 -1.3197 -2.4057 -0.080
O 3.0766 -1.0276 -2.6627 -0.230
C 2.6711 -0.5960 -3.9997 -0.170
C 3.0021 -1.7369 -5.0002 -0.209
N 2.2625 -1.5214 -6.2812 -0.064
C 2.7231 -2.5355 -7.2617 -0.206
C 2.0006 -2.2947 -8.6133 -0.226
O 2.5943 -1.1251 -9.1373 -0.218
C 2.0223 -0.5943 -10.3546 -0.084
H 4.5152 -1.5477 -1.3400 0.081
H 5.1711 -0.4659 -2.4839 0.080
H 4.7066 -2.2112 -2.9973 0.071
H 3.1868 0.3292 -4.2570 0.117
H 1.5930 -0.4788 -3.8905 0.123
H 2.7970 -2.7481 -4.6487 0.121
H 4.0694 -1.6406 -5.1995 0.099
H 2.3848 -0.6152 -6.7102 0.102
H 2.5823 -3.5599 -6.9171 0.114
H 3.7856 -2.3852 -7.4535 0.109
H 0.9343 -2.1144 -8.4768 0.117
H 2.1685 -3.1406 -9.2799 0.113
H 0.9612 -0.5082 -10.1208 0.082
H 2.2333 -1.1585 -11.2630 0.079
H 2.3512 0.4186 -10.5866 0.080
C 6.1914 3.8227 1.9349 -0.195
O 5.4472 2.6668 2.1071 -0.113
H 6.3882 4.2984 2.8957 0.075
H 7.0644 3.7661 1.2847 0.072
H 5.5328 4.4928 1.3823 0.076
H 4.5402 2.7592 1.8064 0.080
O -2.5964 7.2721 1.9947 -0.049
H -2.4239 6.9853 1.0980 0.018
H -3.1683 8.0334 1.8973 0.019
O -2.2619 5.6019 -1.4964 -0.050
H -2.7158 5.3283 -2.2935 0.018
H -1.7898 4.8204 -1.2088 0.028
O -1.3102 2.3405 -4.1383 -0.055
H -1.5244 2.0138 -3.2644 0.030
H -2.0472 2.9053 -4.3707 0.018
O -4.8089 1.8749 0.4696 -0.057
H -4.7289 1.0599 -0.0261 0.022
H -4.0089 2.3593 0.2657 0.028